13
Properties=species:S:1:pos:R:3:forces:R:3 method="wB97M-V/def2-TZVPD" e_tot_ha=-1064.450251 relative_energy_kj_mol=10.8 multiplicity=2 charge=+1 max_force_ev_per_a=3.00 gap_ev="8.687 / 5.910" homo_ev="-14.3 / -14.3"
C 0.64644 -0.04319 -0.41518 -0.5 -0.2 0.5
C 0.22010 -0.09222 -1.85556 -0.7 -1.1 -2.0
O 0.65171 -1.21708 -2.46036 1.1 -0.1 1.2
O -0.51979 0.64613 -2.44962 0.3 0.7 1.1
C -0.62256 0.21953 0.42478 -0.2 1.4 0.7
S -0.55564 -0.68364 1.98778 0.0 0.7 1.6
S -0.23710 0.88501 3.35570 -0.2 0.1 -3.0
H 1.10205 -1.00606 -0.12397 -0.1 0.5 -0.3
H 1.36198 0.76198 -0.25364 0.1 -0.1 -0.1
H 0.55140 -1.15137 -3.41016 -0.4 0.1 -0.5
H -1.58245 0.11450 -0.09768 0.2 -1.0 0.1
H -0.76748 1.24743 0.77263 0.6 0.2 -0.4
H -0.24865 0.31896 4.52527 -0.1 -1.3 1.0

5
Properties=species:S:1:pos:R:3:forces:R:3 method="wB97M-V/def2-TZVPD" e_tot_ha=-3263.941990 relative_energy_kj_mol=10.2 multiplicity=1 smiles="ClBr.O=NF" max_force_ev_per_a=2.60 gap_ev=9.233 homo_ev=-10.5
Cl -2.13658 1.36663 1.48023 0.0 0.3 -0.1
Br -2.01162 -0.64125 2.14932 0.0 -0.3 0.1
O 1.59264 -1.19406 -1.68862 -0.8 2.4 0.7
N 1.11116 -0.16547 -1.64261 0.8 -1.3 0.4
F 1.44441 0.63415 -0.29832 0.0 -1.1 -1.1

37
Properties=species:S:1:pos:R:3:forces:R:3 method="wB97M-V/def2-TZVPD" e_tot_ha=-959.186872 relative_energy_kj_mol=286.1 multiplicity=1 charge=+2 max_force_ev_per_a=5.38 gap_ev=5.826 homo_ev=-15.5
Sn 9.45815 1.71325 -42.92003 1.0 0.4 -0.2
C 12.19024 4.12169 -46.46016 0.4 0.7 -1.2
C 11.48267 4.45145 -45.22059 1.5 0.6 -2.1
O 11.04905 3.54028 -44.56199 -2.8 -3.1 3.4
N 11.46942 5.72288 -44.93335 0.2 -0.1 -1.2
C 10.97388 6.29054 -43.76609 0.6 1.1 1.9
H 12.49254 5.08524 -46.87039 0.6 -0.4 -0.5
H 11.52099 3.68265 -47.20005 0.1 -0.3 0.2
H 13.04116 3.47653 -46.24150 -0.1 0.0 -0.2
H 12.03944 6.32533 -45.50974 -0.2 -0.1 0.0
H 10.59850 7.27333 -44.05120 -0.6 -0.2 0.7
H 11.84954 6.42857 -43.13184 -0.1 0.5 0.5
H 10.34319 5.63226 -43.16860 -0.5 0.2 -0.6
C 5.35200 -0.49406 -41.21535 -0.7 2.3 0.1
C 5.69756 1.02821 -41.46616 0.0 0.6 1.8
O 6.68168 1.30777 -42.17711 1.6 0.4 -0.7
N 4.99967 2.03672 -40.84087 -0.2 -3.3 0.0
C 5.23874 3.45703 -40.78854 -0.1 -0.1 -1.5
H 5.28975 -0.88579 -42.23062 0.0 -0.6 0.4
H 4.42335 -0.56459 -40.64900 -0.4 0.0 -0.6
H 6.01648 -1.01190 -40.52369 0.7 0.3 -0.6
H 4.24400 1.68456 -40.27074 0.0 0.1 0.0
H 6.24558 3.63530 -40.41094 -0.3 0.5 0.2
H 4.40031 3.94095 -40.28757 0.5 -0.1 0.6
H 5.13284 3.81632 -41.81217 0.5 0.3 -0.1
C 14.23301 1.52826 -41.21859 1.3 1.5 1.2
C 13.49208 0.69829 -42.17973 -1.9 3.5 2.2
O 12.31406 1.05072 -42.37165 -3.3 0.6 -0.8
N 13.92187 -0.37450 -42.65716 -0.1 -2.5 -3.6
C 15.20782 -0.90165 -42.75605 2.0 -1.3 1.9
H 14.03325 1.22429 -40.19107 0.6 -1.0 0.0
H 13.87181 2.54257 -41.04879 -0.7 0.1 -1.2
H 15.28903 1.71534 -41.41332 0.1 -0.7 0.2
H 13.35500 -0.86405 -43.33472 -0.9 0.4 0.4
H 15.37893 -1.39852 -43.71100 0.1 0.4 0.1
H 15.13605 -1.64679 -41.96376 1.3 -0.6 -0.2
H 15.97951 -0.18782 -42.46786 0.0 -0.1 -0.4

35
Properties=species:S:1:pos:R:3:forces:R:3 method="wB97M-V/def2-TZVPD" e_tot_ha=-1539.834310 relative_energy_kj_mol=46.6 multiplicity=1 max_force_ev_per_a=0.40 gap_ev=8.195 homo_ev=-8.1
Li 0.59697 0.24401 0.49667 -0.1 0.0 -0.2
N 0.56997 0.61994 2.31903 0.1 0.0 -0.1
C 0.29277 0.14001 3.34660 -0.1 0.0 0.4
N -0.10434 -0.24367 4.50695 -0.1 0.0 0.0
C 0.15120 -1.46302 4.95690 0.0 0.2 -0.1
N 0.30534 -2.50985 5.42336 0.0 -0.2 0.0
C 2.14717 -1.84266 -3.44415 0.0 0.1 0.0
N 2.21097 -0.40775 -3.28099 -0.1 -0.2 -0.1
C 2.22102 0.49061 -4.42893 0.0 0.0 0.0
C 2.20230 1.88144 -3.77132 0.1 0.0 0.0
N 2.57029 1.55250 -2.40049 0.0 0.0 0.1
C 2.46114 0.23624 -2.13834 -0.1 -0.1 0.3
S 2.64022 -0.45386 -0.59704 0.0 0.1 -0.4
H 1.34518 -2.08756 -4.13997 0.0 0.0 0.0
H 1.94490 -2.29756 -2.47835 0.0 0.0 0.0
H 3.09030 -2.23297 -3.83371 0.0 0.0 0.0
H 1.34785 0.31333 -5.05633 0.0 0.0 0.0
H 3.11787 0.32725 -5.03261 0.0 0.0 0.0
H 1.21222 2.33878 -3.81688 0.0 0.0 0.0
H 2.92460 2.55874 -4.22227 0.0 0.0 0.0
H 2.60228 2.20616 -1.63762 0.0 0.0 -0.1
C -2.11033 -2.09612 1.70233 0.0 0.0 0.0
N -2.57556 -0.76103 2.04392 0.2 0.0 0.1
C -2.38677 0.31078 1.27294 -0.1 0.0 -0.3
S -1.77636 0.20117 -0.33086 0.1 0.0 0.3
N -2.75995 1.49902 1.77357 0.3 -0.1 -0.1
C -3.17312 1.71991 3.14716 -0.1 0.1 -0.1
H -2.44725 -2.77519 2.48184 0.0 0.0 0.0
H -1.02005 -2.13161 1.65073 0.0 0.0 0.0
H -2.51708 -2.40240 0.74192 0.0 0.0 0.0
H -2.73299 -0.60435 3.02892 0.0 0.0 0.0
H -2.46872 2.28322 1.21431 -0.1 0.0 0.0
H -4.10786 1.19710 3.35964 0.0 0.0 0.0
H -3.36006 2.78242 3.27749 0.0 0.0 0.0
H -2.41414 1.40698 3.86559 0.1 0.0 0.0

89
Properties=species:S:1:pos:R:3:forces:R:3 method="wB97M-V/def2-TZVPD" e_tot_ha=-5973.140974 relative_energy_kj_mol=175.1 multiplicity=1 charge=-1 max_force_ev_per_a=5.30 gap_ev="7.679 / 7.678" homo_ev="-5.6 / -5.6"
Ir 0.60506 -0.02546 1.21356 4.2 1.2 -3.0
O -2.12249 2.51286 3.87982 0.1 -0.2 -0.1
As -1.93212 0.84366 3.20789 -0.5 0.9 0.1
O -3.46423 0.39331 2.86749 0.1 -0.2 0.0
O -0.86165 1.28550 1.94755 0.0 -1.2 0.7
C -1.07783 0.14986 4.81009 0.1 -0.1 -0.1
C -1.27595 0.81696 6.01583 0.1 0.0 -0.1
C -0.59606 0.40164 7.14990 0.0 0.0 0.0
C 0.28647 -0.67097 7.09353 0.0 0.0 0.0
C 0.45660 -1.36644 5.91035 0.0 0.0 -0.1
C -0.23657 -0.95373 4.78221 0.0 0.1 0.0
S -0.14091 -1.90087 3.29336 -1.3 -0.3 -0.1
O 1.18873 -1.63489 2.65605 -0.7 0.9 -0.8
O -0.42576 -3.26658 3.62702 0.9 -0.2 0.2
O -1.17690 -1.30291 2.44562 -0.6 -0.6 0.9
H -1.92101 3.09679 3.14073 0.1 0.1 0.1
H -1.94593 1.66376 6.03807 0.1 0.0 0.1
H -0.74475 0.92783 8.08473 0.0 0.0 0.0
H 0.84623 -0.95953 7.97406 0.0 0.0 0.0
H 1.10663 -2.22967 5.85049 0.0 0.0 0.0
O 3.94483 0.49013 3.40746 -0.1 0.3 0.2
C 3.34811 0.47708 2.34842 0.2 -0.4 -0.1
O 2.13769 0.91858 2.19234 -1.4 0.8 0.4
C 4.10805 0.03263 1.12165 -0.1 0.0 0.2
C 5.47495 0.11061 1.16489 0.3 0.0 0.1
C 6.24929 -0.18684 0.04262 -0.3 0.0 0.1
C 5.64412 -0.58194 -1.12904 0.1 -0.1 -0.2
C 4.27405 -0.71331 -1.16724 -0.1 0.1 0.2
C 3.42946 -0.38273 -0.05211 0.0 0.0 -0.3
O 2.16370 -0.38913 -0.18164 -0.5 -1.0 0.5
N 3.69861 -1.13477 -2.43472 0.1 0.1 -0.1
O 2.65765 -1.75685 -2.44237 -0.1 0.0 0.1
O 4.30755 -0.83918 -3.45909 0.0 0.1 0.0
N 7.69201 -0.07038 0.09445 0.1 0.0 0.0
O 8.20597 0.27167 1.14450 0.0 0.0 0.1
O 8.32953 -0.31900 -0.91801 0.0 0.0 0.0
H 5.95107 0.41894 2.08483 -0.1 0.0 0.0
H 6.23635 -0.79588 -2.00566 0.0 0.0 0.0
C 1.13738 2.33540 -4.62476 -0.2 -0.1 0.0
C 1.54609 1.35471 -3.54090 0.2 0.2 -0.2
C 2.41442 2.00519 -2.48124 -0.2 -0.1 0.1
O 0.33869 0.73181 -3.00613 0.0 0.0 0.1
P -0.51309 1.18190 -1.77065 -0.1 0.1 -0.6
O 0.19941 1.37435 -0.48424 0.1 -0.5 1.0
C -1.85214 -0.02002 -1.87995 0.3 0.1 0.3
P -1.63950 -1.41477 -0.74963 -0.2 -0.3 0.2
O -0.22507 -1.50448 -0.28353 -0.7 0.4 0.5
O -2.14865 -2.71297 -1.48322 0.1 0.0 -0.1
C -1.54039 -3.42369 -2.59994 0.1 -0.1 -0.2
C -0.16138 -2.92151 -2.97853 0.0 0.1 0.2
C -2.52205 -3.36109 -3.75500 -0.1 0.0 0.1
O -2.66800 -1.14365 0.35731 -0.1 0.1 -0.2
C -4.00507 -1.59439 0.70449 -0.3 -0.2 0.1
C -3.97816 -3.05563 1.10163 0.2 0.0 -0.1
C -4.97214 -1.28728 -0.42359 0.2 0.1 0.0
O -1.19694 2.54470 -2.21383 0.3 0.1 0.2
C -1.43541 3.59293 -1.22638 -0.2 0.2 0.2
C -1.61710 4.87210 -2.01371 0.0 -0.1 -0.1
C -2.64130 3.24184 -0.37543 0.0 -0.2 -0.1
H 2.02742 2.78686 -5.06415 0.0 0.0 0.0
H 0.50674 3.11878 -4.20159 0.1 0.0 0.0
H 0.57371 1.82892 -5.40972 0.0 0.0 0.0
H 2.08437 0.52134 -3.98928 0.0 -0.1 0.1
H 1.99570 2.96556 -2.16809 0.0 0.0 0.0
H 3.41109 2.16650 -2.89238 0.0 0.0 0.0
H 2.48770 1.36936 -1.60209 0.0 0.0 0.0
H -1.90492 -0.34320 -2.91796 0.0 0.0 0.0
H -2.77867 0.48616 -1.61153 0.0 0.0 0.0
H -1.45860 -4.45581 -2.25773 0.0 0.0 0.1
H -0.19623 -1.91364 -3.40019 0.0 0.0 0.0
H 0.26873 -3.59126 -3.72353 0.0 0.0 0.0
H 0.50224 -2.89045 -2.11832 0.0 0.0 0.0
H -2.57600 -2.34618 -4.15540 0.0 0.0 0.0
H -3.51776 -3.65774 -3.42367 0.0 0.0 0.0
H -2.20094 -4.03586 -4.54945 0.0 0.0 0.0
H -4.22583 -0.97834 1.57453 0.1 0.0 0.0
H -3.79346 -3.69510 0.23656 0.0 0.0 0.0
H -4.93387 -3.32568 1.55276 0.0 0.0 0.0
H -3.18593 -3.21513 1.83406 0.0 0.0 0.0
H -4.68578 -1.82498 -1.33128 -0.1 0.0 0.0
H -4.98507 -0.21473 -0.62777 0.0 0.0 0.0
H -5.97787 -1.59159 -0.13266 0.0 0.0 0.0
H -0.55933 3.65743 -0.58059 0.1 0.0 -0.1
H -2.48383 4.77869 -2.67125 0.0 0.1 0.0
H -0.73677 5.07036 -2.62642 0.0 0.0 0.0
H -1.77084 5.71463 -1.33958 0.0 0.0 0.0
H -3.51150 3.05089 -1.00962 0.0 0.0 0.0
H -2.87391 4.07444 0.28989 0.0 0.0 0.0
H -2.44074 2.36361 0.24405 0.0 0.0 0.0

15
Properties=species:S:1:pos:R:3:forces:R:3 method="wB97M-V/def2-TZVPD" e_tot_ha=-233.564097 relative_energy_kj_mol=212.3 multiplicity=1 smiles="C=O.CCC" max_force_ev_per_a=7.22 gap_ev=10.923 homo_ev=-10.3
C 3.16624 -0.73577 -0.61347 -0.8 0.5 1.5
O 3.16866 0.47367 -0.49104 0.3 -1.6 -0.7
H 2.85162 -1.30240 -1.52306 0.4 0.6 0.0
H 3.29972 -1.39733 0.30622 0.2 0.5 -0.8
C -2.09254 -0.71827 0.26132 5.9 -3.8 -1.6
C -1.44331 0.55785 0.19019 -0.2 5.1 0.0
C 0.06861 0.87585 0.24964 -0.3 -0.4 0.1
H -1.79172 -1.13879 -0.77592 -0.6 -0.6 1.8
H -3.06473 -0.61805 0.22934 -5.1 0.3 0.2
H -1.71827 -1.35672 1.10900 -0.6 0.3 -0.9
H -1.91513 1.24046 0.98141 0.7 -0.7 -0.8
H -1.80595 1.02373 -0.77217 0.3 -0.2 0.8
H 0.06941 1.96074 0.30152 0.4 0.2 0.2
H 0.51230 0.49134 1.19092 0.0 0.1 -0.7
H 0.69509 0.64370 -0.64389 -0.7 -0.3 0.7